1.
Entry from the OMol25 dataset: a molecular structure, C45H42BrN13O6RbS2 (wB97M-V/def2-TZVPD).

Atoms and positions in Å:
Rb1 -0.19 0.15 -0.01
C1 0.36 -2.25 4.51
C2 1.03 -1.48 3.42
N1 1.45 -1.97 2.31
N2 1.29 -3.29 1.98
C3 0.11 -3.85 1.85
N3 0.20 -5.19 1.47
S1 -1.44 -3.17 1.93
C4 1.33 -0.04 3.63
C5 0.93 0.60 4.81
C6 1.19 1.95 4.97
C7 1.84 2.63 3.96
C8 2.21 1.92 2.83
N4 1.98 0.62 2.66
H1 0.42 -3.32 4.31
H2 -0.70 -2.00 4.57
H3 0.83 -2.04 5.47
H4 1.03 -5.67 1.79
H5 -0.67 -5.69 1.57
H6 0.40 0.05 5.57
H7 0.87 2.46 5.87
H8 2.03 3.70 4.02
H9 2.70 2.43 2.01
C9 -2.56 2.52 3.59
C10 -3.93 2.58 3.37
C11 -4.48 1.85 2.33
C12 -3.64 1.08 1.52
N5 -2.32 1.04 1.74
C13 -1.80 1.73 2.74
C14 -4.15 0.27 0.37
C15 -5.51 0.16 0.09
C16 -5.91 -0.63 -0.97
C17 -4.96 -1.30 -1.71
C18 -3.62 -1.14 -1.36
N6 -3.23 -0.36 -0.36
C19 -2.55 -1.91 -2.08
C20 -2.68 -2.25 -3.43
C21 -1.70 -3.04 -4.00
C22 -0.64 -3.47 -3.22
C23 -0.60 -3.07 -1.90
N7 -1.52 -2.29 -1.34
H10 -2.09 3.09 4.37
H11 -4.56 3.19 4.00
H12 -5.54 1.90 2.14
H13 -0.73 1.67 2.86
H14 -6.25 0.67 0.70
H15 -6.96 -0.75 -1.20
H16 -5.24 -1.97 -2.51
H17 -3.52 -1.89 -4.01
H18 -1.76 -3.31 -5.05
H19 0.14 -4.10 -3.63
H20 0.21 -3.37 -1.24
C24 0.55 0.02 -3.73
O1 1.00 -0.58 -2.53
C25 2.13 -1.33 -2.58
C26 2.73 -1.71 -3.76
C27 3.90 -2.46 -3.70
Br1 4.73 -2.99 -5.33
C28 4.46 -2.81 -2.51
C29 3.85 -2.45 -1.30
C30 2.67 -1.70 -1.32
O2 1.97 -1.21 -0.27
C31 4.58 -2.83 -0.08
N8 5.89 -2.82 -0.03
C32 6.19 -3.26 1.25
C33 7.42 -3.43 1.88
C34 7.42 -3.89 3.18
C35 6.23 -4.18 3.85
C36 5.00 -4.02 3.25
C37 5.00 -3.55 1.94
N9 3.99 -3.27 1.06
H21 1.34 0.60 -4.21
H22 -0.26 0.69 -3.44
H23 0.17 -0.75 -4.42
H24 2.32 -1.43 -4.71
H25 5.39 -3.37 -2.45
H26 2.31 -1.40 0.63
H27 8.34 -3.20 1.35
H28 8.37 -4.04 3.69
H29 6.27 -4.54 4.87
H30 4.07 -4.23 3.77
H31 2.99 -3.55 1.21
O3 2.51 5.25 -3.03
C38 3.49 4.85 -2.23
O4 4.49 5.51 -2.08
C39 3.29 3.57 -1.52
C40 4.29 2.95 -0.79
N10 3.76 1.83 -0.29
N11 2.47 1.66 -0.63
C41 2.17 2.71 -1.38
C42 0.79 2.81 -1.99
O5 0.73 3.46 -3.07
O6 -0.15 2.26 -1.41
H32 1.79 4.52 -3.10
H33 5.30 3.25 -0.61
H34 4.20 1.13 0.28
C43 -1.03 5.70 -1.97
N12 -0.41 5.42 -0.69
C44 -0.91 4.80 0.39
S2 0.03 4.71 1.79
N13 -2.18 4.33 0.41
C45 -2.94 3.73 -0.68
H35 -0.31 6.27 -2.55
H36 -1.92 6.31 -1.83
H37 -1.25 4.79 -2.52
H38 0.56 5.68 -0.58
H39 -2.35 3.88 1.30
H40 -3.18 4.45 -1.45
H41 -3.87 3.38 -0.25
H42 -2.41 2.88 -1.13

Its total energy is -6298.02572 Ha. The calculation puts the HOMO-LUMO gap at 6.57 eV. As for the charge: -1.

Here are the Löwdin charges for atoms 1 to 2, given in e: 0.866 -0.070

---

2.
Entry from the OMol25 dataset: a single C3H3Cl3O3S molecule (wB97M-V/def2-TZVPD).

Atoms and positions in Å:
C1 0.36 0.45 0.96
C2 -0.91 0.63 0.05
C3 1.46 1.20 0.98
O1 0.56 -1.27 -1.68
O2 -1.13 -2.96 -0.80
O3 -1.56 -0.57 -0.12
S1 -0.31 -1.87 -0.41
Cl1 -0.12 -0.57 2.33
Cl2 -0.21 1.29 -1.54
Cl3 -1.93 1.89 0.72
H1 -0.06 -1.04 -2.44
H2 2.18 0.93 1.80
H3 1.67 1.89 0.16

Its total energy is -2120.52327 Ha. The calculation puts the HOMO-LUMO gap at 10.51 eV. The energy relative to the best compared isomer or geometry (same formula, charge and spin) is 26.7 kcal per mole.

Here are the Löwdin charges for atoms 1 to 2, given in e: -0.806 -1.281

---

3.
Entry from the OMol25 dataset: a single C3H6N2O3 molecule (wB97M-V/def2-TZVPD).

Atoms and positions in Å:
C1 -0.13 -1.69 -0.20
N1 0.72 1.90 0.43
C2 0.77 0.53 0.20
C3 -1.56 0.34 -0.13
O1 0.60 1.60 -0.98
O2 1.93 -0.10 0.44
N2 -0.33 -0.29 0.18
O3 -2.04 1.23 0.51
H1 2.63 0.58 0.48
H2 -0.18 2.24 0.78
H3 -2.14 -0.25 -0.85
H4 0.27 -1.76 -1.21
H5 0.56 -2.15 0.50
H6 -1.09 -2.20 -0.17

Its total energy is -453.04364 Ha. The calculation puts the HOMO-LUMO gap at 9.75 eV. Its SMILES is CN(C=O)[C@]1(O)NO1. The energy relative to the best compared isomer or geometry (same formula, charge and spin) is 98.8 kcal per mole.

Here are the Löwdin charges for atoms 1 to 2, given in e: -0.026 0.067

---

4.
Entry from the OMol25 dataset: a molecular structure, C18H41AlN2OP3S (wB97M-V/def2-TZVPD).

Atoms and positions in Å:
Al1 0.03 2.33 -2.31
P1 -1.71 -0.99 2.01
P2 -1.40 0.47 -3.55
P3 -0.68 3.50 -0.38
H1 4.08 -0.49 0.13
C1 3.57 0.33 0.63
C2 2.95 0.20 1.81
H2 2.96 -0.75 2.37
C3 -2.27 -2.50 2.79
C4 -2.99 -0.32 0.97
C5 -1.15 0.20 3.22
C6 -0.51 0.26 -5.03
C7 -1.55 -1.14 -2.65
C8 -3.13 1.07 -3.86
C9 0.42 3.18 1.02
C10 -2.34 3.51 0.34
C11 -0.38 5.24 -0.77
H3 3.52 1.28 0.08
H4 2.41 1.04 2.27
H5 -1.45 -3.19 3.02
H6 -3.00 -3.00 2.13
H7 -2.78 -2.21 3.72
H8 -3.30 -1.06 0.22
H9 -2.65 0.60 0.46
H10 -3.84 -0.08 1.61
H11 -0.06 0.34 3.17
H12 -1.43 -0.17 4.21
H13 -1.65 1.16 3.03
H14 -1.14 0.71 -5.82
H15 -0.28 -0.80 -5.15
H16 0.43 0.84 -5.00
H17 -2.28 -1.71 -3.26
H18 -1.91 -1.02 -1.60
H19 -0.55 -1.64 -2.67
H20 -3.31 0.75 -4.89
H21 -3.15 2.16 -3.76
H22 -3.80 0.62 -3.10
H23 0.83 4.15 1.31
H24 1.23 2.47 0.76
H25 -0.19 2.77 1.84
H26 -2.57 4.57 0.54
H27 -2.31 2.95 1.29
H28 -3.08 3.09 -0.34
H29 -0.23 5.72 0.21
H30 -1.27 5.65 -1.26
H31 0.51 5.38 -1.40
C12 2.16 3.47 -3.39
C13 2.08 3.38 -4.80
C14 2.71 4.39 -5.55
C15 3.33 5.48 -4.92
C16 3.36 5.55 -3.50
C17 2.76 4.57 -2.78
O1 1.74 2.46 -2.52
H32 -1.14 2.08 -3.40
H33 1.55 2.58 -5.31
H34 2.74 4.34 -6.66
H35 3.81 6.28 -5.51
H36 3.85 6.37 -2.98
H37 2.75 4.55 -1.66
N1 1.01 -2.93 2.63
C18 0.58 -2.82 1.37
N2 0.70 -3.88 0.56
S1 -0.06 -1.33 0.72
H38 1.46 -3.79 2.95
H39 1.14 -2.11 3.21
H40 0.37 -3.81 -0.40
H41 0.95 -4.79 0.89

Its total energy is -2558.87420 Ha. The calculation puts the HOMO-LUMO gap at 4.28 eV. As for the charge: +3. The energy relative to the best compared isomer or geometry (same formula, charge and spin) is 90.3 kcal per mole.

Here are the Löwdin charges for atoms 1 to 2, given in e: 0.352 0.661

---

5.
Entry from the OMol25 dataset: 3 unconnected molecules or ions with the total composition C18H26N6O6S (wB97M-V/def2-TZVPD).

Atoms and positions in Å:
C1 1.35 -1.38 2.60
C2 0.70 -0.96 1.70
C3 -0.14 -0.30 0.70
N1 -0.04 1.15 0.64
O1 -1.51 -0.48 1.17
C4 -2.23 0.14 0.15
O2 -3.08 0.95 0.35
C5 -1.64 -0.43 -1.12
C6 -1.82 0.31 -2.45
C7 -3.18 0.98 -2.64
C8 -4.40 0.07 -2.40
S1 -4.28 -1.45 -3.42
C9 -0.21 -0.96 -0.71
C10 -0.42 -2.46 -0.58
O3 0.85 -3.14 -0.42
N2 0.61 -4.52 -0.45
O4 1.42 -5.08 -1.08
C11 0.94 -0.66 -1.63
C12 0.91 -1.07 -2.96
C13 1.94 -0.78 -3.83
C14 3.06 -0.06 -3.41
C15 3.10 0.32 -2.08
C16 2.07 0.03 -1.21
H1 1.93 -1.72 3.43
H2 -0.35 1.44 1.57
H3 0.93 1.46 0.57
H4 -2.25 -1.34 -1.24
H5 -1.02 1.04 -2.54
H6 -1.69 -0.43 -3.23
H7 -3.24 1.88 -2.03
H8 -3.22 1.32 -3.67
H9 -4.45 -0.19 -1.35
H10 -5.28 0.61 -2.73
H11 -4.46 -2.42 -2.51
H12 -1.06 -2.72 0.27
H13 -0.88 -2.87 -1.48
H14 0.07 -1.62 -3.34
H15 1.91 -1.10 -4.86
H16 3.84 0.18 -4.11
H17 3.97 0.87 -1.74
H18 2.20 0.35 -0.19
C17 2.82 -2.03 6.38
O5 3.26 -2.54 5.37
N3 2.14 -2.75 7.33
N4 2.96 -0.70 6.66
H19 1.77 -2.36 8.17
H20 2.03 -3.73 7.16
H21 3.45 -0.14 5.98
H22 2.60 -0.26 7.48
C18 0.04 4.69 -0.63
O6 0.72 4.10 -1.45
N5 -0.71 4.04 0.30
N6 -0.01 6.06 -0.58
H23 -1.27 4.51 0.98
H24 -0.70 3.03 0.28
H25 0.53 6.57 -1.25
H26 -0.56 6.57 0.08

Its total energy is -1879.57482 Ha. The calculation puts the HOMO-LUMO gap at 9.45 eV. Its SMILES is C#C[C@]1(N)OC(=O)[C@@H](CCCS)[C@@]1(CON=O)c1ccccc1.NC(N)=O.NC(N)=O. The energy relative to the best compared isomer or geometry (same formula, charge and spin) is 0.0 kcal per mole.

Here are the Löwdin charges for atoms 1 to 2, given in e: 0.190 -0.022

---

6.
Entry from the OMol25 dataset: a single C19H28N2O3S molecule (wB97M-V/def2-TZVPD).

Atoms and positions in Å:
C1 0.29 4.91 0.29
C2 1.46 4.74 1.25
N1 2.00 3.40 1.14
S1 1.02 2.15 1.69
O1 1.91 1.11 2.11
O2 0.04 2.64 2.62
C3 0.20 1.63 0.19
C4 -1.17 1.58 0.12
C5 -1.78 1.15 -1.04
C6 -1.02 0.76 -2.14
C7 0.37 0.84 -2.05
C8 0.98 1.27 -0.89
H1 2.06 1.31 -0.80
H2 0.97 0.56 -2.91
C9 -1.69 0.27 -3.39
H3 -0.94 0.06 -4.16
H4 -2.33 1.07 -3.79
C10 -2.57 -0.96 -3.15
C11 -1.94 -2.14 -2.42
O3 -2.62 -2.89 -1.75
N2 -0.62 -2.32 -2.62
H5 -0.10 -1.65 -3.17
C12 0.14 -3.40 -2.04
H6 0.60 -3.98 -2.86
H7 -0.57 -4.05 -1.52
C13 1.24 -2.92 -1.09
C14 0.80 -2.78 0.34
C15 1.45 -3.37 1.33
C16 1.09 -3.24 2.78
C17 -0.32 -2.68 2.96
C18 -0.51 -1.48 2.04
C19 -0.42 -1.93 0.59
H8 -0.40 -1.06 -0.08
H9 -1.32 -2.51 0.33
H10 -1.47 -1.00 2.22
H11 0.28 -0.74 2.24
H12 -1.06 -3.44 2.70
H13 -0.48 -2.39 4.00
H14 1.17 -4.21 3.27
H15 1.81 -2.57 3.26
H16 2.33 -3.96 1.12
H17 2.08 -3.62 -1.13
H18 1.61 -1.94 -1.44
H19 -3.46 -0.69 -2.57
H20 -2.93 -1.34 -4.12
H21 -2.86 1.11 -1.10
H22 -1.75 1.88 0.99
H23 2.91 3.30 1.57
H24 1.11 4.93 2.28
H25 2.25 5.45 1.01
H26 -0.03 5.94 0.27
H27 -0.54 4.28 0.60
H28 0.59 4.61 -0.72

Its total energy is -1474.22908 Ha. The calculation puts the HOMO-LUMO gap at 8.97 eV. Its SMILES is CCNS(=O)(=O)c1ccc(CCC(=O)NCCC2=CCCCC2)cc1. The energy relative to the best compared isomer or geometry (same formula, charge and spin) is 15.6 kcal per mole.

Here are the Löwdin charges for atoms 1 to 2, given in e: -0.087 -0.294

---

7.
Entry from the OMol25 dataset: a molecular structure, C16H48AsF6N5O7 (wB97M-V/def2-TZVPD).

Atoms and positions in Å:
C1 11.09 1.04 11.13
C2 9.62 0.56 10.75
C3 8.62 1.75 10.44
O1 7.32 1.26 10.11
C4 6.52 1.30 11.26
N1 9.63 -0.48 9.71
H1 10.23 -1.24 9.98
H2 8.66 -0.74 9.59
H3 10.05 -0.12 8.86
H4 11.64 0.43 11.84
H5 11.14 2.05 11.52
H6 11.72 1.07 10.24
H7 9.24 0.00 11.60
H8 9.05 2.27 9.58
H9 8.73 2.49 11.24
H10 6.72 2.22 11.81
H11 6.72 0.44 11.89
H12 5.44 1.24 11.11
C5 14.03 -5.27 14.77
C6 14.57 -6.73 14.47
C7 13.59 -7.93 14.36
O2 14.34 -9.08 14.09
C8 14.47 -10.01 15.22
N2 15.29 -6.68 13.12
H13 14.81 -6.70 12.23
H14 16.03 -5.99 13.08
H15 15.72 -7.60 13.09
H16 14.82 -4.52 14.65
H17 13.77 -5.18 15.83
H18 13.22 -4.99 14.09
H19 15.38 -7.05 15.13
H20 12.92 -7.75 13.52
H21 13.10 -7.99 15.32
H22 14.94 -9.52 16.07
H23 15.11 -10.80 14.81
H24 13.52 -10.50 15.44
C9 18.16 -2.27 11.33
C10 19.37 -2.99 12.00
C11 19.18 -3.36 13.56
O3 20.28 -4.19 14.06
C12 20.19 -4.53 15.47
N3 19.62 -4.19 11.19
H25 19.73 -5.01 11.77
H26 18.79 -4.37 10.64
H27 20.44 -4.19 10.60
H28 17.27 -2.89 11.19
H29 18.39 -1.72 10.42
H30 17.78 -1.42 11.90
H31 20.28 -2.42 11.78
H32 18.21 -3.85 13.65
H33 19.15 -2.48 14.20
H34 21.12 -4.94 15.85
H35 19.44 -5.31 15.58
H36 20.12 -3.66 16.12
C13 12.68 -8.15 9.39
C14 12.31 -7.51 8.08
C15 10.81 -7.23 7.91
O4 10.52 -6.60 6.69
C16 9.07 -6.24 6.40
N4 13.13 -6.15 7.91
H37 13.02 -5.67 7.02
H38 12.84 -5.42 8.55
H39 14.07 -6.48 8.00
H40 12.02 -9.00 9.56
H41 12.46 -7.45 10.19
H42 13.69 -8.55 9.34
H43 12.68 -8.03 7.20
H44 10.35 -6.62 8.69
H45 10.29 -8.17 8.09
H46 8.68 -5.59 7.19
H47 8.36 -7.03 6.15
H48 9.15 -5.65 5.48
N5 16.52 -5.93 8.73
O5 15.71 -6.13 9.59
O6 17.50 -5.27 8.93
O7 16.30 -6.35 7.60
As1 13.24 -3.01 10.58
F1 13.89 -3.01 8.96
F2 12.51 -4.60 10.22
F3 12.61 -3.12 12.19
F4 13.91 -1.35 10.96
F5 11.73 -2.26 10.02
F6 14.80 -3.74 10.99

Its total energy is -4273.22160 Ha. The calculation puts the HOMO-LUMO gap at 7.90 eV. As for the charge: +2. The energy relative to the best compared isomer or geometry (same formula, charge and spin) is 58.8 kcal per mole.

Here are the Löwdin charges for atoms 1 to 2, given in e: -0.009 -0.283